Record 1
The following is a quantum chemistry calculation of an isolated molecule of C20H25ClN2O5, from the Open Molecules 2025 dataset.

Element x y z (Å)
1 C -0.739 4.367 -1.724
2 C -0.594 4.055 -0.241
3 H 0.226 4.623 0.201
4 H -1.530 4.270 0.286
5 O -0.249 2.689 -0.041
6 C -1.249 1.796 -0.010
7 O -2.419 2.121 -0.065
8 C -0.744 0.428 0.100
9 C -1.560 -0.639 0.249
10 N -1.044 -1.902 0.343
11 C 0.295 -2.164 0.517
12 C 1.194 -1.165 0.366
13 C 2.636 -1.372 0.519
14 O 3.202 -2.418 0.759
15 O 3.319 -0.225 0.347
16 C 4.728 -0.318 0.457
17 H 5.107 0.693 0.327
18 H 5.009 -0.714 1.435
19 H 5.126 -0.979 -0.317
20 C 0.758 0.237 -0.030
21 C 1.163 0.516 -1.465
22 C 0.643 -0.285 -2.475
23 C 0.960 -0.074 -3.804
24 C 1.816 0.958 -4.151
25 C 2.349 1.767 -3.165
26 C 2.023 1.545 -1.835
27 Cl 2.726 2.592 -0.660
28 H 3.019 2.574 -3.419
29 H 2.070 1.134 -5.185
30 H 0.540 -0.712 -4.567
31 H -0.026 -1.089 -2.204
32 H 1.264 0.961 0.617
33 C 0.580 -3.575 0.903
34 H 0.051 -4.259 0.240
35 H 0.230 -3.743 1.923
36 H 1.644 -3.775 0.861
37 H -1.710 -2.637 0.543
38 C -3.068 -0.614 0.338
39 O -3.580 -1.561 1.252
40 C -3.608 -1.139 2.604
41 C -2.306 -1.465 3.357
42 N -2.044 -2.890 3.475
43 H -2.241 -3.340 2.586
44 H -2.672 -3.304 4.156
45 H -2.357 -1.035 4.359
46 H -1.461 -1.006 2.836
47 H -4.440 -1.687 3.061
48 H -3.819 -0.065 2.661
49 H -3.415 0.396 0.572
50 H -3.476 -0.898 -0.639
51 H 0.176 4.106 -2.251
52 H -0.939 5.426 -1.858
53 H -1.562 3.794 -2.144

**Frontier orbital gap**: 0.3155 Ha
**SMILES string**: CCOC(=O)C1=C(COCCN)NC(C)=C(C(=O)OC)[C@H]1c1ccccc1Cl
**E_LUMO**: 0.403 eV
**DFT total energy**: -1723.0424 a.u.

Löwdin atomic charge list, values in e, 2 entries: -0.05, -0.21

Record 2
The following is a quantum chemistry calculation of an isolated molecule of C20H25ClN4O3S, from the Open Molecules 2025 dataset.

Element x y z (Å)
1 N 3.725 -2.689 1.965
2 S 3.201 -1.591 0.803
3 O 4.257 -0.661 0.524
4 O 2.655 -2.357 -0.285
5 C 1.862 -0.767 1.631
6 C 0.966 -1.516 2.367
7 C -0.134 -0.896 2.932
8 C -0.350 0.467 2.740
9 C 0.571 1.199 1.997
10 C 1.684 0.588 1.446
11 H 2.404 1.141 0.865
12 H 0.416 2.257 1.843
13 C -1.560 1.150 3.316
14 H -1.627 2.160 2.906
15 H -1.447 1.239 4.399
16 C -2.870 0.402 3.035
17 N -3.018 0.051 1.644
18 C -3.204 -1.218 1.229
19 O -3.311 -2.165 1.979
20 C -3.321 -1.329 -0.289
21 N -2.250 -0.591 -0.924
22 C -0.944 -1.217 -0.700
23 C -0.059 -1.157 -1.948
24 N -0.064 0.174 -2.502
25 C 0.993 1.044 -2.426
26 C 2.235 0.689 -1.880
27 C 3.278 1.590 -1.825
28 C 3.145 2.881 -2.311
29 C 1.931 3.227 -2.875
30 C 0.871 2.344 -2.944
31 H -0.035 2.674 -3.421
32 Cl 1.717 4.821 -3.523
33 H 3.956 3.588 -2.265
34 H 4.208 1.272 -1.380
35 H 2.412 -0.297 -1.485
36 C -1.393 0.676 -2.800
37 H -1.508 0.842 -3.879
38 C -2.480 -0.288 -2.323
39 H -3.447 0.214 -2.411
40 H -2.517 -1.187 -2.960
41 H -1.544 1.631 -2.283
42 H -0.434 -1.853 -2.708
43 H 0.943 -1.482 -1.682
44 H -0.450 -0.682 0.116
45 H -1.056 -2.266 -0.397
46 H -3.336 -2.397 -0.559
47 H -4.279 -0.888 -0.582
48 H -2.848 0.753 0.940
49 H -2.919 -0.536 3.591
50 H -3.711 1.032 3.348
51 H -0.837 -1.480 3.504
52 H 1.136 -2.574 2.487
53 H 4.599 -2.400 2.372
54 H 3.786 -3.622 1.590

**Frontier orbital gap**: 0.2927 Ha
**SMILES string**: NS(=O)(=O)c1ccc(CCNC(=O)CN2CCN(c3cccc(Cl)c3)CC2)cc1
**E_LUMO**: 0.388 eV
**DFT total energy**: -2080.2668 a.u.

Löwdin atomic charge list, values in e, 2 entries: -0.05, 0.62

Record 3
The following is a quantum chemistry calculation of a structure of composition C20H25CrN9NiO12 at a distorted geometry, from the Open Molecules 2025 dataset.

Element x y z (Å)
1 Ni -0.126 -3.530 1.771
2 Cr 2.211 -1.069 -1.878
3 N 2.899 -3.113 0.516
4 O 2.002 -3.135 1.383
5 O 3.039 -2.065 -0.179
6 O 3.311 -4.186 0.070
7 N 0.664 -3.901 -1.416
8 O 1.203 -4.963 -1.638
9 O 0.970 -2.835 -1.983
10 O -0.224 -3.803 -0.509
11 N 0.947 0.023 -4.049
12 O 0.721 0.219 -2.823
13 O 0.669 0.698 -5.015
14 O 1.864 -0.827 -4.088
15 N 0.277 -0.432 0.840
16 O 0.686 -0.641 -0.303
17 O 0.502 0.632 1.425
18 O -0.171 -1.400 1.528
19 N 0.649 3.573 6.086
20 C 1.130 2.917 4.991
21 C 0.180 3.006 3.956
22 C -0.907 3.733 4.424
23 C -0.568 4.058 5.779
24 H 1.141 3.636 6.965
25 H 2.155 2.578 4.993
26 H 0.348 2.690 2.936
27 H -1.857 3.932 3.958
28 H -0.991 4.701 6.538
29 N -3.901 -0.216 -0.949
30 C -2.612 -0.228 -1.498
31 C -2.563 -1.297 -2.353
32 C -3.862 -1.860 -2.430
33 C -4.587 -1.277 -1.455
34 H -4.246 0.339 -0.187
35 H -1.850 0.482 -1.227
36 H -1.677 -1.588 -2.896
37 H -4.187 -2.605 -3.138
38 H -5.607 -1.449 -1.145
39 N -0.086 3.829 -3.052
40 C 0.604 4.788 -2.374
41 C 0.666 4.463 -1.052
42 C 0.050 3.197 -0.922
43 C -0.446 2.838 -2.159
44 H -0.401 3.907 -4.003
45 H 0.995 5.618 -2.942
46 H 1.135 5.121 -0.337
47 H -0.168 2.722 0.022
48 H -1.054 2.051 -2.570
49 N 2.838 2.093 -1.643
50 C 3.273 1.761 -2.898
51 C 4.256 0.799 -2.738
52 C 4.263 0.429 -1.353
53 C 3.337 1.231 -0.730
54 H 2.132 2.813 -1.522
55 H 2.930 2.413 -3.685
56 H 4.841 0.285 -3.485
57 H 4.837 -0.350 -0.877
58 H 2.986 1.277 0.289
59 N -2.854 -4.656 1.124
60 C -2.662 -3.325 1.362
61 C -2.248 -3.207 2.693
62 C -2.042 -4.507 3.203
63 C -2.270 -5.358 2.117
64 H -3.281 -4.951 0.259
65 H -2.967 -2.544 0.682
66 H -2.056 -2.291 3.232
67 H -1.909 -4.805 4.231
68 H -2.331 -6.435 2.127

**Frontier orbital gap (alpha / beta)**: 0.1178 / 0.1596 Ha
**Net charge**: +1
**2S+1**: 6
**E_LUMO (alpha / beta)**: -6.344 / -5.208 eV
**DFT total energy**: -4724.7317 a.u.

Löwdin atomic charge list, values in e, 2 entries: 0.99, 1.19

Record 4
The following is a quantum chemistry calculation of the ion C20H25N2O with charge +1 at a distorted geometry, from the Open Molecules 2025 dataset.

Element x y z (Å)
1 C -2.953 0.122 -0.965
2 C -1.570 -0.200 -1.364
3 N -1.227 -0.316 -2.685
4 C -2.112 -0.044 -3.809
5 C 0.119 -0.649 -2.804
6 C 0.651 -0.737 -1.483
7 C 1.982 -1.136 -1.325
8 C 2.742 -1.431 -2.469
9 C 2.204 -1.313 -3.763
10 C 0.860 -0.943 -3.949
11 C -0.434 -0.383 -0.585
12 C -0.333 -0.258 0.899
13 C 0.355 -1.420 1.590
14 C 0.515 -2.650 0.951
15 C 1.296 -3.642 1.552
16 C 1.809 -3.453 2.835
17 C 1.527 -2.270 3.523
18 C 0.786 -1.256 2.909
19 H -3.074 -0.063 0.107
20 H -3.206 1.177 -1.152
21 H -3.671 -0.508 -1.507
22 H -1.551 -0.196 -4.739
23 H -2.976 -0.724 -3.797
24 H -2.488 0.994 -3.779
25 H 2.412 -1.240 -0.325
26 H 3.776 -1.754 -2.360
27 H 2.834 -1.509 -4.632
28 H 0.393 -0.900 -4.937
29 H -1.337 -0.139 1.325
30 H 0.066 -2.840 -0.023
31 H 1.503 -4.566 1.016
32 H 2.428 -4.219 3.303
33 H 1.873 -2.124 4.545
34 H 0.542 -0.339 3.467
35 C -0.865 4.560 1.875
36 C -0.165 3.230 2.014
37 O -0.576 2.534 3.237
38 C -0.496 2.226 0.937
39 N 0.360 0.992 1.196
40 H -0.665 4.991 0.883
41 H -1.953 4.470 2.009
42 H -0.471 5.264 2.622
43 H 0.925 3.413 2.030
44 H 0.117 2.677 3.926
45 H -1.531 1.882 1.028
46 H -0.334 2.571 -0.086
47 H 1.187 1.092 0.600
48 H 0.720 1.027 2.156

**Frontier orbital gap**: 0.3060 Ha
**SMILES string**: Cc1c([C@H]([NH2+]C[C@@H](C)O)c2ccccc2)c2ccccc2n1C
**Net charge**: +1
**E_LUMO**: -2.502 eV
**DFT total energy**: -961.6522 a.u.

Löwdin atomic charge list, values in e, 2 entries: -0.01, -0.21

Record 5
The following is a quantum chemistry calculation of a structure of composition C20H25N2OPt at a distorted geometry, from the Open Molecules 2025 dataset.

Element x y z (Å)
1 C -0.258 0.491 -4.303
2 C 0.305 1.847 -4.294
3 C 0.540 -0.574 -4.923
4 C -1.719 0.381 -4.386
5 H 0.492 -0.473 -6.024
6 H 0.159 -1.573 -4.685
7 H 1.597 -0.506 -4.647
8 H 0.281 2.253 -5.322
9 H 1.349 1.860 -3.974
10 H -0.290 2.518 -3.665
11 H -2.054 0.560 -5.422
12 H -2.203 1.129 -3.751
13 H -2.071 -0.618 -4.124
14 C 2.137 -0.207 0.479
15 C 2.269 -0.946 -0.757
16 C 2.107 -0.054 -1.841
17 H 2.499 -1.999 -0.830
18 C 1.783 1.234 -1.357
19 C 1.714 1.187 0.086
20 H 1.676 2.034 0.768
21 H 2.454 -0.524 1.473
22 H 2.321 -0.298 -2.878
23 H 1.714 2.129 -1.956
24 C -1.930 -0.881 -0.071
25 C -0.981 -1.978 0.344
26 C -0.349 -2.437 -0.871
27 H -0.955 -2.457 1.322
28 C -0.943 -1.786 -1.967
29 C -1.903 -0.855 -1.509
30 H -2.587 -0.297 -2.132
31 H -2.683 -0.432 0.574
32 H 0.435 -3.181 -0.930
33 H -0.775 -2.055 -3.011
34 Pt 0.022 -0.099 0.245
35 N 0.244 1.115 7.398
36 C -0.744 0.537 6.645
37 O -1.790 0.139 7.152
38 C -0.491 0.434 5.170
39 C 0.634 0.954 4.515
40 C 0.773 0.730 3.147
41 N -0.180 0.101 2.417
42 C -1.243 -0.436 3.054
43 C -1.437 -0.266 4.413
44 H 0.103 1.101 8.399
45 H 1.176 1.298 7.051
46 H 1.411 1.539 5.017
47 H 1.676 1.060 2.625
48 H -1.952 -1.015 2.472
49 H -2.333 -0.681 4.864

**Frontier orbital gap (alpha / beta)**: 0.2183 / 0.1988 Ha
**Net charge**: +1
**2S+1**: 5
**E_LUMO (alpha / beta)**: -3.611 / -5.858 eV
**DFT total energy**: -1080.7171 a.u.

Löwdin atomic charge list, values in e, 2 entries: -0.41, -0.09

Record 6
The following is a quantum chemistry calculation of a structure of composition C20H25N3O at a distorted geometry, from the Open Molecules 2025 dataset.

Element x y z (Å)
1 C 4.395 -0.475 3.503
2 H 4.112 -0.604 4.473
3 H 5.463 -0.331 3.252
4 H 4.031 0.608 3.263
5 C 3.952 -1.269 2.636
6 C 2.400 -1.606 2.794
7 H 2.092 -1.995 3.893
8 C 1.916 -2.516 1.622
9 N 2.305 -2.174 0.294
10 C 1.309 -1.432 -0.403
11 N 0.147 -1.564 -0.125
12 C -0.681 -0.817 -0.771
13 C -0.570 0.019 -1.792
14 C 0.719 -0.237 -2.415
15 C 1.784 -0.729 -1.650
16 H 2.711 -0.941 -1.880
17 H 0.904 0.401 -3.114
18 C -1.626 0.534 -2.583
19 O -1.363 1.611 -3.483
20 N -2.892 -0.060 -2.615
21 H -2.951 -0.669 -2.032
22 C -3.974 0.598 -3.077
23 H -3.603 1.556 -3.731
24 H -4.638 0.008 -3.725
25 C -4.702 1.415 -2.147
26 C -4.040 1.981 -0.936
27 C -3.407 3.269 -0.975
28 C -2.476 3.677 -0.378
29 C -2.203 2.943 1.062
30 C -2.884 1.808 1.268
31 C -3.658 1.276 0.189
32 H -4.078 0.435 0.507
33 H -2.625 1.276 2.100
34 H -1.496 3.535 1.784
35 H -2.001 4.681 -0.351
36 H -3.604 3.587 -2.226
37 H -5.332 0.613 -1.555
38 H -5.731 1.816 -2.227
39 H -1.808 -0.834 -0.264
40 C 3.702 -2.378 0.123
41 H 3.736 -2.047 -0.791
42 C 4.271 -1.439 1.164
43 H 5.416 -1.205 1.044
44 H 3.903 -0.141 0.984
45 H 4.148 -3.211 0.373
46 H 0.610 -2.512 1.717
47 H 2.121 -3.535 1.949
48 H 1.794 -0.513 2.577
49 H 4.404 -2.410 2.676

**Frontier orbital gap**: 0.3150 Ha
**E_LUMO**: 0.240 eV
**DFT total energy**: -1016.0099 a.u.

Löwdin atomic charge list, values in e, 2 entries: -0.16, 0.08

Record 7
The following is a quantum chemistry calculation of an isolated molecule of C20H25N3O2S, from the Open Molecules 2025 dataset.

Element x y z (Å)
1 C 3.316 -2.558 5.919
2 O 2.102 -1.864 5.795
3 C 1.405 -1.986 4.623
4 C 1.792 -2.755 3.534
5 C 1.003 -2.808 2.400
6 C -0.188 -2.085 2.300
7 C -0.568 -1.317 3.406
8 C 0.210 -1.276 4.543
9 H -0.091 -0.680 5.390
10 H -1.475 -0.735 3.388
11 N -0.964 -2.188 1.155
12 C -2.302 -1.656 1.097
13 C -2.308 -0.186 0.622
14 N -1.185 0.101 -0.263
15 C -0.034 0.743 0.346
16 C 0.759 1.530 -0.701
17 O 1.954 1.705 -0.625
18 N -0.055 2.001 -1.679
19 C 0.238 2.766 -2.796
20 C 1.499 3.306 -3.041
21 C 1.719 4.072 -4.171
22 C 0.695 4.317 -5.072
23 C -0.560 3.783 -4.841
24 C -0.786 3.007 -3.719
25 S -2.406 2.286 -3.459
26 C -2.151 0.750 -4.407
27 H -1.948 0.998 -5.444
28 H -1.324 0.192 -3.979
29 H -3.071 0.180 -4.331
30 H -1.373 3.963 -5.529
31 H 0.871 4.920 -5.950
32 H 2.701 4.484 -4.346
33 H 2.291 3.116 -2.337
34 H -1.032 1.714 -1.598
35 H 0.658 0.062 0.860
36 H -0.382 1.473 1.082
37 C -0.834 -1.076 -1.037
38 C -0.340 -2.247 -0.152
39 H 0.742 -2.184 -0.040
40 H -0.579 -3.201 -0.643
41 H -1.727 -1.370 -1.595
42 H -0.054 -0.809 -1.753
43 H -3.233 0.017 0.068
44 H -2.269 0.497 1.471
45 H -2.784 -1.759 2.068
46 H -2.859 -2.274 0.383
47 H 1.317 -3.442 1.585
48 H 2.704 -3.332 3.553
49 H 3.697 -2.314 6.910
50 H 4.043 -2.239 5.165
51 H 3.171 -3.642 5.847

**Frontier orbital gap**: 0.2913 Ha
**SMILES string**: COc1ccc(N2CCN(CC(=O)Nc3ccccc3SC)CC2)cc1
**E_LUMO**: 0.595 eV
**DFT total energy**: -1490.0437 a.u.

Löwdin atomic charge list, values in e, 2 entries: -0.10, -0.09

Record 8
The following is a quantum chemistry calculation of an isolated molecule of C20H25N3O3S2 at a distorted geometry, from the Open Molecules 2025 dataset.

Element x y z (Å)
1 C 4.424 5.456 -0.061
2 H 5.029 6.361 -0.032
3 O 3.897 5.309 1.236
4 C 3.118 4.232 1.506
5 C 2.752 3.255 0.582
6 C 1.969 2.188 0.971
7 C 1.520 2.071 2.287
8 C 1.848 3.084 3.197
9 C 2.646 4.137 2.820
10 H 2.923 4.909 3.520
11 H 1.492 3.020 4.215
12 C 0.672 0.982 2.709
13 C 0.706 -0.292 2.269
14 C 1.725 -0.960 1.451
15 O 2.806 -0.537 1.123
16 N 1.328 -2.268 1.175
17 C 0.157 -2.693 1.698
18 S -0.534 -4.157 1.463
19 S -0.544 -1.449 2.713
20 C 2.098 -3.043 0.225
21 C 1.876 -2.538 -1.203
22 C 0.398 -2.591 -1.597
23 C -0.370 -1.431 -0.975
24 O 0.199 -0.401 -0.639
25 N -1.696 -1.583 -0.790
26 C -2.541 -2.671 -1.219
27 H -1.967 -3.451 -1.714
28 C -3.611 -2.143 -2.178
29 N -4.392 -1.110 -1.528
30 C -5.498 -0.669 -2.347
31 H -6.077 0.068 -1.793
32 H -6.139 -1.521 -2.568
33 H -5.172 -0.218 -3.298
34 C -3.528 -0.011 -1.138
35 C -2.464 -0.521 -0.172
36 H -1.777 0.282 0.104
37 H -2.948 -0.918 0.726
38 H -4.133 0.750 -0.641
39 H -3.035 0.451 -2.014
40 H -4.277 -2.962 -2.457
41 H -3.120 -1.765 -3.096
42 H -3.030 -3.097 -0.336
43 H -0.020 -3.547 -1.283
44 H 0.303 -2.506 -2.682
45 H 2.228 -1.508 -1.274
46 H 2.465 -3.159 -1.878
47 H 1.795 -4.087 0.324
48 H 3.152 -2.931 0.493
49 H -0.080 1.228 3.451
50 H 1.668 1.454 0.242
51 H 3.073 3.318 -0.446
52 H 5.055 4.606 -0.336
53 H 3.630 5.576 -0.805

**Frontier orbital gap**: 0.2726 Ha
**SMILES string**: COc1ccc(/C=C2/SC(=S)N(CCCC(=O)N3CCN(C)CC3)C2=O)cc1
**E_LUMO**: -0.402 eV
**DFT total energy**: -1963.5026 a.u.

Löwdin atomic charge list, values in e, 2 entries: -0.09, 0.09

Record 9
The following is a quantum chemistry calculation of an isolated molecule of C20H25N3O4S, from the Open Molecules 2025 dataset.

Element x y z (Å)
1 O 0.918 -2.217 2.798
2 C 1.284 -2.104 1.646
3 N 1.394 -3.110 0.768
4 H 1.625 -2.884 -0.194
5 C 0.996 -4.473 1.055
6 C -0.281 -4.828 0.289
7 C -0.692 -6.269 0.576
8 C 0.433 -7.231 0.208
9 C 1.704 -6.878 0.974
10 C 2.121 -5.439 0.685
11 H 2.346 -5.329 -0.379
12 H 3.020 -5.185 1.250
13 H 1.525 -6.993 2.045
14 H 2.511 -7.558 0.694
15 H 0.627 -7.168 -0.865
16 H 0.135 -8.256 0.436
17 H -0.924 -6.372 1.639
18 H -1.594 -6.514 0.012
19 H -1.081 -4.143 0.578
20 H -0.098 -4.703 -0.782
21 H 0.804 -4.517 2.132
22 C 1.641 -0.742 1.028
23 N 0.532 -0.275 0.210
24 C 0.491 -0.652 -1.081
25 O 1.325 -1.411 -1.556
26 C -0.623 -0.090 -1.962
27 N -0.661 1.350 -1.985
28 C -1.731 2.053 -1.530
29 O -2.723 1.508 -1.082
30 C -1.575 3.514 -1.612
31 C -0.571 4.319 -2.100
32 C -0.983 5.646 -1.866
33 C -2.199 5.553 -1.254
34 O -2.558 4.281 -1.101
35 H -2.877 6.304 -0.898
36 H -0.451 6.540 -2.117
37 H 0.343 4.017 -2.570
38 H 0.157 1.831 -2.318
39 H -1.602 -0.435 -1.616
40 H -0.448 -0.481 -2.970
41 C -0.500 0.448 0.918
42 C -0.205 1.914 1.031
43 C -0.992 2.884 1.565
44 C -0.406 4.169 1.503
45 C 0.817 4.158 0.919
46 S 1.285 2.574 0.436
47 H 1.484 4.977 0.740
48 H -0.881 5.059 1.874
49 H -1.965 2.689 1.979
50 H -1.472 0.319 0.431
51 H -0.581 0.012 1.922
52 H 2.526 -0.834 0.396
53 H 1.825 -0.019 1.824

**Frontier orbital gap**: 0.3433 Ha
**SMILES string**: O=C(CN(Cc1cccs1)C(=O)CNC(=O)c1ccco1)NC1CCCCC1
**E_LUMO**: 0.460 eV
**DFT total energy**: -1640.5839 a.u.

Löwdin atomic charge list, values in e, 2 entries: 0.06, -0.47